Entry 1:
The following is a DFT calculation (ωB97M-V/def2-TZVPD) of 8 unconnected molecules or ions with the total composition C31H45N3O9.

The geometry in XYZ format:
```
88
Properties=species:S:1:pos:R:3:forces:R:3
O 7.644774 0.266585 3.292788 0.7 -0.1 1.1
C 8.484674 -0.585545 3.445518 -1.5 -0.2 -1.7
O 9.114304 -1.026825 2.335818 0.9 -0.2 -1.5
C 10.101174 -2.071385 2.557848 -1.1 0.8 1.3
C 9.592124 -2.633395 3.884608 -0.3 -1.5 0.2
C 8.761044 -1.534105 4.564718 1.7 -0.3 0.4
H 11.054834 -1.544845 2.595028 0.2 -0.4 0.2
H 10.112584 -2.862885 1.808518 -0.3 0.6 -0.4
H 10.379954 -3.125705 4.454748 0.2 0.6 0.4
H 8.914614 -3.474745 3.739008 -0.1 0.0 -0.7
H 9.474284 -1.147075 5.292448 -0.7 0.7 0.4
H 7.816354 -1.874945 4.988388 0.3 0.1 0.2
O 0.728004 4.491715 8.937708 -1.2 1.9 -0.4
C 1.335294 3.566695 9.316918 0.6 -2.1 0.3
O 1.596824 3.311745 10.624408 -0.4 0.8 0.4
C 2.604834 2.322865 10.792518 -0.1 0.8 0.5
C 2.765774 1.701715 9.462608 0.2 -2.0 -2.0
C 1.891594 2.432045 8.463178 0.1 1.3 1.0
H 2.240714 1.577015 11.499068 0.3 0.4 0.4
H 3.512234 2.839615 11.105058 0.0 -0.2 0.4
H 2.389604 0.682235 9.547918 0.5 -0.2 -0.3
H 3.773994 1.704285 9.048398 0.1 -0.3 0.5
H 1.032954 1.868935 8.097418 0.3 0.1 -0.4
H 2.485914 2.959265 7.716898 -0.3 -0.5 -0.5
O 1.789454 -5.929465 -3.689592 -2.4 2.0 -0.9
C 1.053814 -5.092695 -4.220392 1.8 -0.5 0.8
O 0.898554 -5.060185 -5.549502 0.9 -1.5 -0.5
C 0.414324 -3.862865 -6.076842 -0.5 0.3 -1.2
C 0.091964 -2.959385 -4.901092 0.2 0.7 0.0
C 0.369714 -3.814765 -3.666732 0.0 -1.0 -0.4
H -0.420276 -4.116205 -6.730582 -0.6 0.0 0.5
H 1.081714 -3.460005 -6.838672 0.8 0.1 0.5
H -0.938346 -2.623425 -5.018082 0.0 0.0 0.5
H 0.702774 -2.060095 -4.821692 0.1 0.0 -0.5
H -0.619406 -4.055475 -3.277112 0.5 -0.2 0.9
H 1.110204 -3.392905 -2.987162 -0.7 0.1 0.3
O -6.531446 -5.481725 -2.631332 -1.2 -1.1 -2.0
C -7.018836 -5.682055 -3.753442 3.0 -1.8 4.7
O -7.293226 -4.668195 -4.474762 -1.6 3.3 -1.9
C -7.926216 -5.008665 -5.721952 0.6 -1.0 0.7
C -7.394046 -6.418345 -5.873392 0.2 -2.1 -3.3
C -7.186576 -6.999365 -4.520302 -1.6 1.3 1.8
H -7.650146 -4.268185 -6.472662 0.1 -0.3 0.1
H -9.009366 -5.080685 -5.623412 -0.1 0.5 0.3
H -6.525426 -6.522675 -6.523542 0.2 0.5 0.1
H -8.140316 -7.059505 -6.342552 -0.1 0.2 -0.5
H -6.560036 -7.826995 -4.187782 0.6 0.5 -0.7
H -8.186496 -7.362845 -4.283372 -0.2 -0.1 0.7
N -1.990516 11.379835 -0.853402 1.3 -1.8 -0.4
C -3.315706 11.383065 -0.655782 -1.7 0.6 0.4
C -3.675286 12.656115 -0.277662 0.0 0.2 0.1
C -2.514596 13.432905 -0.284772 2.4 -0.5 0.1
C -1.414306 12.581425 -0.630672 -2.2 1.8 0.8
H -1.473946 10.519905 -0.970792 0.0 0.3 -0.2
H -4.009986 10.572275 -0.820102 0.6 -0.3 0.0
H -4.634526 13.011025 0.069188 -0.1 -0.2 -0.3
H -2.419276 14.453475 0.055458 0.0 0.0 -0.2
H -0.347406 12.747865 -0.651452 -0.2 -0.1 -0.1
N 0.777004 1.988765 0.694578 -0.2 0.4 0.2
C -0.105876 0.956755 0.660858 1.8 -1.3 2.2
C -1.117456 1.237705 -0.137592 -1.2 -0.1 -1.6
C -0.854346 2.513105 -0.709752 -0.5 1.0 0.9
C 0.275844 3.011255 -0.082972 0.4 -0.7 -0.2
H 1.626824 1.972265 1.240128 -0.3 0.3 -0.2
H 0.008974 0.139785 1.357838 0.2 -0.2 -0.3
H -1.911566 0.527165 -0.313422 -0.2 0.4 -0.2
H -1.601476 3.076625 -1.248862 0.4 0.1 -0.3
H 0.796274 3.956535 -0.037952 -0.2 0.0 -0.5
N 2.874234 -6.709435 5.969028 1.0 0.1 -1.4
C 2.473684 -6.931045 7.222188 0.9 -2.1 1.1
C 1.363754 -6.219475 7.485258 -1.0 1.9 0.2
C 1.153374 -5.405775 6.357668 0.7 -0.1 -2.9
C 2.106804 -5.771065 5.348198 -1.4 0.2 2.0
H 3.701134 -7.137095 5.577308 -0.3 0.1 0.0
H 3.000934 -7.710665 7.751898 -0.2 0.2 0.4
H 0.750854 -6.071985 8.362178 0.4 -0.6 0.2
H 0.373254 -4.678545 6.187518 0.0 -0.1 0.2
H 2.254014 -5.600545 4.291958 -0.2 0.5 0.2
C -4.822776 3.508795 -8.826982 -1.7 -0.5 0.6
C -4.175946 2.693815 -9.864712 1.1 1.0 -2.1
O -3.143386 2.117555 -9.651412 0.3 -0.8 0.5
C -4.643376 2.898285 -11.294442 0.0 -0.6 -0.1
H -5.835326 3.825285 -9.077342 0.2 0.5 -0.5
H -4.177506 4.365365 -8.632022 -0.1 -0.2 0.6
H -5.058576 2.804145 -8.029512 0.8 0.5 0.8
H -4.482776 3.939345 -11.574632 -0.5 0.2 0.2
H -5.684476 2.584725 -11.371252 -0.1 0.4 -0.2
H -4.047346 2.343895 -12.019362 0.0 -0.3 0.3
```
Positions in Å, forces in eV/Å.

Output
SMILES = c1cc[nH]c1.c1cc[nH]c1.c1cc[nH]c1.O=C1CCCO1.O=C1CCCO1.O=C1CCCO1.O=C1CCCO1.CC(C)=O
gap between HOMO and LUMO = 0.3148 Eh
electronic energy = -2049.53531 Ha
molecular weight = 603.713 u
LUMO energy = 0.513 eV
total charge = 0



Entry 2:
The following is a DFT calculation (ωB97M-V/def2-TZVPD) of a molecular structure, C31H45N3S4SbV.

The geometry in XYZ format:
```
85
Properties=species:S:1:pos:R:3:forces:R:3
V -1.064584 -0.689448 0.099897 0.4 -0.2 -0.4
S -4.721401 2.040374 0.120589 0.0 0.0 0.0
Sb -3.319896 0.932599 1.432882 0.0 0.0 0.1
S -3.078079 -1.365643 0.480348 -0.2 0.0 0.0
S -0.960510 1.375844 0.491895 0.0 -0.1 -0.2
S -3.047546 0.843099 3.633085 0.0 0.0 0.0
C 1.498287 1.816089 3.036227 0.0 0.0 0.0
C 1.860070 0.378973 2.647345 0.0 0.0 0.0
C 3.338475 0.124937 2.951673 0.0 0.0 0.0
C 0.990728 -0.616479 3.386053 0.0 0.0 0.0
C 1.041452 -0.603129 4.775765 0.0 0.0 0.0
C 0.296227 -1.480834 5.534691 0.0 0.0 0.0
C -0.539071 -2.380359 4.901280 0.0 0.0 0.0
C -0.652415 -2.425292 3.517264 0.0 0.0 0.0
C -1.664336 -3.412624 2.952926 0.0 0.0 0.0
C -3.047558 -3.230357 3.583638 0.0 0.0 0.0
C -1.180912 -4.855574 3.126350 0.0 0.0 0.0
C 0.151012 -1.547598 2.758381 0.0 0.0 0.0
N 0.070159 -1.552183 1.318046 -0.1 -0.1 0.1
C 0.076864 -2.701533 0.606452 -0.1 0.1 0.1
C -0.090556 -2.641828 -0.773467 0.0 0.0 -0.1
N -0.196782 -1.451979 -1.422008 -0.2 0.1 0.2
C 0.068664 -1.510119 -2.845576 0.0 0.1 0.0
C -0.922386 -1.268064 -3.815701 0.0 0.0 0.0
C -0.594146 -1.501130 -5.150331 0.0 0.0 0.0
C 0.642355 -1.974852 -5.538604 0.0 0.0 0.0
C 1.608989 -2.175574 -4.575864 0.0 0.0 0.0
C 1.361064 -1.921488 -3.231393 0.0 0.0 0.0
C 2.529751 -2.071491 -2.266415 0.0 0.0 0.0
C 2.883794 -3.539884 -2.016435 0.0 0.0 0.0
C 3.760625 -1.334537 -2.810545 -0.1 0.0 0.0
C -2.368073 -0.866652 -3.581155 0.0 0.0 0.1
C -2.586797 0.424144 -2.787721 0.0 -0.1 -0.1
C -3.172972 -2.056604 -3.046116 0.0 0.1 0.0
H 2.010830 2.520765 2.378083 0.0 0.0 0.0
H 1.807165 2.033736 4.061236 0.0 0.0 0.0
H 0.426495 1.995309 2.967459 0.0 0.0 0.0
H 1.711828 0.260104 1.574862 0.0 0.0 0.0
H 3.528955 0.171210 4.025559 0.0 0.0 0.0
H 3.951206 0.885355 2.467026 0.0 0.0 0.0
H 3.658693 -0.853257 2.589219 0.0 0.0 0.0
H 1.681808 0.116198 5.269631 0.0 0.0 0.0
H 0.353110 -1.455666 6.615252 0.0 0.0 0.0
H -1.142785 -3.053007 5.496002 0.0 0.0 0.0
H -1.800388 -3.221664 1.892402 0.0 0.0 0.0
H -3.057575 -3.535120 4.631129 0.0 0.0 0.0
H -3.777030 -3.847103 3.054750 0.0 0.0 0.0
H -3.367846 -2.189669 3.529777 0.0 0.0 0.0
H -1.080881 -5.100949 4.185299 0.0 0.0 0.0
H -0.204602 -5.025427 2.665792 0.0 0.0 0.0
H -1.895191 -5.553740 2.685667 0.0 0.0 0.0
H 0.047458 -3.667632 1.093843 0.0 0.0 0.0
H -0.253927 -3.565047 -1.322307 0.0 0.0 0.0
H -1.355833 -1.326660 -5.900276 0.0 0.0 0.0
H 0.850885 -2.175604 -6.581219 0.0 0.0 0.0
H 2.586806 -2.528672 -4.873886 0.0 0.0 0.0
H 2.267079 -1.603450 -1.317388 0.0 0.0 0.0
H 3.182834 -4.028582 -2.946868 0.0 0.0 0.0
H 2.047087 -4.103004 -1.602730 0.0 0.0 0.0
H 3.717204 -3.612776 -1.314732 0.0 0.0 0.0
H 4.082819 -1.743130 -3.768455 0.0 0.0 0.0
H 4.589714 -1.435703 -2.110845 0.0 0.0 0.0
H 3.549034 -0.273792 -2.945023 0.0 0.0 0.0
H -2.753587 -0.664973 -4.582418 0.0 0.0 0.0
H -2.680588 0.240683 -1.723171 0.0 0.0 0.0
H -3.523505 0.890401 -3.093659 0.0 0.0 0.0
H -1.781772 1.142847 -2.945750 0.0 0.0 0.0
H -2.741187 -2.445612 -2.125938 0.0 0.0 0.1
H -3.189851 -2.865389 -3.778754 0.0 0.0 0.0
H -4.201512 -1.762771 -2.828772 0.0 0.0 0.0
C 6.477667 1.419154 -1.626710 0.0 0.0 0.0
C 6.215108 0.805672 -0.246467 0.0 0.0 0.0
C 6.537350 1.812055 0.864670 0.0 0.0 0.0
C 7.037863 -0.475193 -0.063083 0.0 0.0 0.0
C 4.785268 0.457281 -0.153882 -0.1 0.0 0.0
N 3.670333 0.190023 -0.086634 0.1 0.1 -0.1
H 7.534510 1.675858 -1.710339 0.0 0.0 0.0
H 5.888054 2.324599 -1.769774 0.0 0.0 0.0
H 6.227599 0.715162 -2.420627 0.0 0.0 0.0
H 7.592094 2.084295 0.805923 0.0 0.0 0.0
H 6.343675 1.383196 1.847927 0.0 0.0 0.0
H 5.939677 2.717406 0.758674 0.0 0.0 0.0
H 8.099106 -0.228262 -0.114926 0.0 0.0 0.0
H 6.814560 -1.200285 -0.846191 0.0 0.0 0.0
H 6.835034 -0.934556 0.904336 0.0 0.0 0.0
```
Positions in Å, forces in eV/Å.

Output
gap between HOMO and LUMO (spin up / spin down) = 0.2490 / 0.2493 Eh
electronic energy = -4149.58079 Ha
molecular weight = 760.694 u
LUMO energy (spin up / spin down) = -1.590 / -1.583 eV
energy relative to the best compared isomer or geometry (same formula, charge and spin) = 31.6 kcal per mole
total charge = 0